Formula: C11H21N7O2RhSe
Source: the OMol25 dataset
Level of theory: wB97M-V/def2-TZVPD

Values from the calculation:
net charge	+3
2S+1	1
energy above the lowest of the compared OMol25 structures with the same formula, charge and spin	0.00	kcal per mole
largest force on an atom	0.81	eV Å⁻¹

Atoms and positions in Å:
1 Rh -0.32979 0.34001 -0.47868
2 N -1.57514 1.85140 0.21354
3 C -2.78033 1.32443 0.89519
4 C -2.38765 -0.00111 1.49560
5 N -1.62235 -0.85090 0.52092
6 C -2.45323 -1.58183 -0.49184
7 C -2.88522 -0.69314 -1.62928
8 N -1.70256 0.12138 -2.03692
9 H -1.82116 2.56524 -0.47137
10 H -0.99604 2.35646 0.90895
11 H -3.10068 1.99906 1.68933
12 H -3.61263 1.24679 0.20182
13 H -1.73772 0.15950 2.35563
14 H -3.27043 -0.54165 1.84214
15 H -1.09890 -1.54687 1.05128
16 H -1.84426 -2.40489 -0.86493
17 H -3.32842 -2.01950 -0.00708
18 H -3.24522 -1.31113 -2.45149
19 H -3.70695 -0.03622 -1.36204
20 H -1.27794 -0.27714 -2.87041
21 H -2.00722 1.04117 -2.35438
22 Se 4.39392 -1.68681 0.51250
23 N 4.34607 -2.56553 -0.98434
24 C 3.14427 -2.38795 -1.49918
25 C 2.68282 -3.02298 -2.68130
26 C 1.41432 -2.75273 -3.07854
27 C 0.61705 -1.87523 -2.32007
28 N 0.97483 -1.20631 -1.23806
29 C 2.26597 -1.50222 -0.75186
30 N 2.75393 -1.05574 0.37705
31 H 3.32594 -3.72178 -3.20201
32 H 0.99413 -3.20572 -3.96516
33 H -0.40094 -1.75431 -2.65151
34 N 2.43224 3.29533 3.25013
35 C 2.45120 2.04622 2.41728
36 C 1.10068 1.91771 1.71345
37 O 0.23687 2.75377 1.97178
38 O 1.01304 0.91766 0.92662
39 H 2.60772 3.12278 4.24192
40 H 1.47545 3.67846 3.14393
41 H 3.09747 4.00210 2.92992
42 H 2.60626 1.17479 3.04944
43 H 3.25060 2.08744 1.68203

Cartesian forces, eV/Å:
Rh -0.51 0.03 0.17
N 0.16 0.36 -0.33
C 0.00 -0.10 -0.03
C -0.22 -0.18 0.38
N 0.08 0.62 -0.51
C -0.21 -0.46 0.15
C -0.04 -0.05 0.07
N 0.23 0.17 -0.30
H -0.10 -0.09 -0.05
H 0.00 -0.02 0.08
H 0.03 0.04 0.00
H 0.05 -0.01 -0.05
H 0.07 -0.05 -0.04
H 0.08 -0.13 0.00
H 0.10 0.03 -0.01
H 0.05 0.01 0.06
H 0.08 -0.03 0.13
H 0.05 0.04 -0.06
H 0.05 0.05 0.02
H 0.01 0.03 -0.01
H -0.07 0.00 0.06
Se 0.24 0.02 0.25
N 0.00 -0.29 -0.11
C -0.32 0.17 -0.20
C 0.38 -0.03 0.17
C -0.26 -0.02 0.00
C 0.13 -0.09 -0.22
N 0.21 0.05 0.61
C -0.25 -0.17 -0.36
N -0.16 0.28 0.10
H 0.03 0.09 -0.06
H -0.07 -0.02 0.04
H 0.00 -0.04 -0.10
N -0.14 -0.06 -0.11
C 0.06 -0.12 -0.08
C -0.14 -0.03 0.02
O 0.00 0.14 0.15
O 0.26 -0.27 0.00
H 0.04 -0.01 0.00
H -0.01 0.08 0.08
H 0.04 -0.02 0.01
H 0.04 0.03 0.04
H 0.04 0.05 0.04

Formula: C11H22B2
Source: the OMol25 dataset
Level of theory: wB97M-V/def2-TZVPD

Values from the calculation:
2S+1	1
energy above the lowest of the compared OMol25 structures with the same formula, charge and spin	93.52	kcal per mole
largest force on an atom	6.69	eV Å⁻¹

Atoms and positions in Å:
1 B -1.76650 -0.45211 -0.17527
2 B 2.09776 0.96678 -0.44473
3 C -3.82581 0.51640 0.88534
4 C -3.19741 0.45753 -0.24894
5 C 1.62895 -1.65034 2.37710
6 C 2.32088 -0.36318 1.86688
7 C 0.24966 -1.71418 1.64797
8 C 1.38371 0.31482 0.77790
9 C 0.53197 -0.90543 0.32154
10 C -3.72581 1.14758 -1.43158
11 C -1.83734 -1.73546 -1.03848
12 C 1.49931 0.82035 -1.85254
13 C 3.28154 2.05111 -0.22055
14 H -3.45660 -0.06546 1.73430
15 H -4.66559 1.12259 1.04573
16 H 2.17253 -2.62177 1.93273
17 H 1.46178 -1.66917 3.39401
18 H 2.39134 0.15964 2.80120
19 H 3.28265 -0.59993 1.28734
20 H -0.02694 -2.71390 1.39483
21 H -0.53074 -1.11514 2.15327
22 H 0.85965 1.04951 1.34563
23 H 0.78122 -1.41871 -0.53630
24 H -3.72510 0.72698 -2.47255
25 H -3.08924 2.00941 -1.61550
26 H -4.79079 1.53238 -1.31335
27 H -1.02479 -1.60587 -1.84654
28 H -2.83611 -1.82575 -1.39786
29 H -1.35781 -2.71290 -0.70442
30 H 2.17733 0.99110 -2.68053
31 H 0.60836 1.28046 -2.12850
32 H 1.34423 -0.27273 -1.91498
33 H 4.18406 1.72904 0.32472
34 H 2.98263 2.92092 0.40997
35 H 3.65324 2.47979 -1.14210

Cartesian forces, eV/Å:
B 1.28 -0.56 -1.50
B 0.58 2.76 0.96
C 0.33 -0.92 2.08
C 3.13 -1.46 -0.35
C 0.16 -2.35 -4.69
C 0.55 -1.04 -1.37
C 1.03 1.90 -1.39
C 0.79 -2.76 -0.23
C -4.26 3.08 4.13
C -1.01 1.54 -2.11
C 2.14 -0.98 -0.29
C 1.87 -2.38 -0.67
C 0.22 -0.12 0.57
H -0.07 0.49 0.08
H -1.46 0.46 0.12
H -0.80 2.01 1.59
H 0.25 -0.32 2.28
H 0.99 1.25 -0.13
H -0.90 0.38 1.70
H -0.63 -0.65 0.30
H 0.35 -0.78 0.18
H -1.02 0.66 0.01
H 0.61 -1.09 -1.63
H 0.19 -0.68 1.20
H 0.01 0.54 0.11
H 1.31 -0.48 0.25
H -1.50 0.52 0.47
H -0.57 -0.81 -0.87
H -1.11 1.06 0.33
H 0.44 0.49 -0.05
H -1.83 0.85 0.03
H -0.42 0.29 -0.32
H -0.28 -0.38 -0.09
H -0.36 -0.56 -0.33
H 0.00 0.08 -0.37

Formula: C11H22BN2O6
Source: the OMol25 dataset
Level of theory: wB97M-V/def2-TZVPD

Values from the calculation:
net charge	-1
SMILES	COCCC[C@@](CB(O)O)(C(=O)[O-])N(C)CCC(N)=O
2S+1	1
largest force on an atom	7.82	eV Å⁻¹

Atoms and positions in Å:
1 C -0.46748 -2.88838 3.86281
2 O -0.83410 -1.58702 3.28332
3 C -2.26222 -1.50510 2.94040
4 C -2.52707 -0.82414 1.43484
5 C -1.65268 0.53507 1.18081
6 C -0.87722 0.56052 -0.31043
7 C 0.28846 -0.54368 -0.16785
8 B 0.54757 -1.61079 -1.36319
9 O -0.19701 -2.91777 -1.27316
10 O 1.44142 -1.47748 -2.53298
11 C -2.10360 0.29783 -1.34749
12 O -2.75874 1.40085 -1.81388
13 O -2.71476 -0.96681 -1.77187
14 N -0.25723 1.88654 -0.63945
15 C 0.38354 2.62307 0.47313
16 C 0.34868 2.01303 -1.98960
17 C 1.89169 2.51154 -2.11588
18 C 3.04954 1.45007 -1.67325
19 N 3.66656 0.60852 -2.81009
20 O 3.56307 1.27947 -0.44607
21 H -1.35928 -3.45218 4.39744
22 H -0.01295 -3.55397 2.98493
23 H 0.40431 -2.70597 4.65592
24 H -2.65309 -2.62835 2.84786
25 H -2.89400 -0.88457 3.72110
26 H -2.17321 -1.67344 0.67451
27 H -3.69590 -0.67956 1.25021
28 H -0.91742 0.73683 2.06847
29 H -2.43231 1.43629 1.10500
30 H 1.31647 0.04314 -0.00602
31 H 0.16595 -1.17538 0.83877
32 H 0.35266 -3.65755 -1.67190
33 H 2.37439 -1.63786 -2.15322
34 H -0.32397 2.92325 1.38812
35 H 0.83359 3.68196 0.15003
36 H 1.31098 2.04108 0.94689
37 H 0.25257 1.04896 -2.68928
38 H -0.29974 2.83332 -2.57185
39 H 2.13421 3.54730 -1.58295
40 H 2.07443 2.73456 -3.27565
41 H 4.06180 -0.28384 -2.44203
42 H 2.95208 0.46067 -3.55653

Cartesian forces, eV/Å:
C 1.00 -0.29 -0.09
O -1.39 -1.28 0.66
C -1.28 -0.25 -1.36
C 0.99 -1.44 -0.12
C -1.24 1.32 -0.52
C -0.48 -0.78 1.18
C 1.57 -0.49 0.84
B -1.82 -2.38 -0.60
O 3.14 1.54 -0.38
O 1.03 -0.77 2.94
C -6.42 -0.32 -4.45
O 3.87 -4.23 2.64
O 4.49 5.33 2.99
N 0.21 -0.19 0.67
C 1.23 1.03 1.30
C -0.61 0.67 -1.60
C 1.34 0.49 -0.72
C 2.86 -1.92 3.26
N -2.24 1.53 2.32
O -3.10 1.18 -6.94
H 1.74 1.26 -1.15
H -1.10 1.17 1.92
H -1.95 -0.32 -1.70
H 0.48 2.50 0.38
H 1.48 -1.36 -1.12
H -0.86 2.04 1.38
H 2.68 -0.21 0.52
H -1.23 -0.51 -1.80
H 1.76 -1.79 0.33
H -2.17 -1.07 -0.30
H 0.04 1.30 -2.22
H -1.10 1.55 0.30
H -2.10 0.61 -0.98
H 1.15 -1.00 -2.26
H -1.11 -2.39 0.31
H -1.73 1.09 -0.85
H 0.06 1.83 1.99
H 1.51 -1.63 1.06
H -0.65 -2.45 -0.90
H -0.41 -0.63 2.45
H -0.51 1.25 -0.34
H 0.86 -0.03 0.95

| no. | lowest unoccupied orbital energy (eV) |
| --- | --- |
| 1 | -11.3 |
| 2 | 0.3 |
| 3 | 2.5 |